(1)
Entry from the Open Molecules 2025 dataset: C28H39IrN7O5PS3 as an isolated structure (wB97M-V/def2-TZVPD).

Cartesian coordinates (Å):
Ir -0.74 -0.12 -0.42
C 2.09 4.72 -1.70
C 1.68 4.25 -0.31
N 0.23 4.19 -0.11
C -0.44 5.43 0.32
C -1.19 6.12 -0.81
C -0.49 3.09 -0.37
S 0.33 1.82 -1.19
N -1.79 3.18 0.01
C -2.64 2.20 -0.17
O -2.41 1.02 -0.59
C -4.08 2.49 0.12
C -5.01 1.46 0.10
C -6.34 1.72 0.38
C -6.75 3.01 0.69
C -5.82 4.05 0.71
C -4.49 3.79 0.42
H 3.18 4.70 -1.79
H 1.76 5.74 -1.90
H 1.68 4.06 -2.47
H 2.07 4.94 0.44
H 2.10 3.27 -0.10
H 0.35 6.08 0.70
H -1.12 5.20 1.13
H -0.52 6.38 -1.63
H -1.65 7.04 -0.44
H -1.98 5.48 -1.20
H -4.68 0.46 -0.14
H -7.07 0.92 0.37
H -7.78 3.22 0.92
H -6.13 5.05 0.94
H -3.75 4.58 0.43
N 0.62 -0.89 3.27
C 0.02 0.30 3.64
C -0.46 0.87 2.50
N -0.16 0.02 1.46
C 0.49 -1.02 1.95
C 0.93 -1.96 0.95
N 0.60 -1.62 -0.29
C 1.11 -2.57 -1.13
C 1.73 -3.51 -0.37
N 1.60 -3.12 0.93
H 1.06 -1.54 3.89
H -0.01 0.63 4.66
H -0.97 1.80 2.35
H 1.00 -2.50 -2.20
H 2.29 -4.38 -0.65
H 2.06 -3.56 1.71
O -2.43 -2.16 2.31
C -2.73 -2.22 1.13
C -3.86 -3.05 0.53
C -3.69 -2.92 -0.99
C -2.55 -1.93 -1.10
O -1.99 -1.47 -2.10
N -2.10 -1.56 0.11
H -4.81 -2.65 0.88
H -3.79 -4.08 0.89
H -4.56 -2.52 -1.51
H -3.41 -3.84 -1.49
C 5.68 2.76 -0.13
C 5.73 1.59 -1.10
C 4.74 1.73 -2.25
O 5.59 0.30 -0.47
P 4.58 -0.13 0.69
S 4.68 -2.09 0.82
S 2.78 0.70 0.50
O 5.34 0.58 1.95
C 4.71 0.80 3.21
C 4.80 -0.44 4.09
C 5.41 1.99 3.84
H 5.89 3.68 -0.69
H 6.43 2.65 0.65
H 4.70 2.84 0.33
H 6.74 1.54 -1.52
H 3.72 1.79 -1.87
H 4.82 0.87 -2.91
H 4.97 2.64 -2.82
H 3.66 1.05 3.03
H 5.84 -0.66 4.34
H 4.40 -1.31 3.56
H 4.24 -0.29 5.01
H 6.46 1.76 4.02
H 4.94 2.25 4.79
H 5.35 2.85 3.17

Computed properties:
Lowest unoccupied orbital energy ... -0.26 eV
Total charge ... 0
Gap between HOMO and LUMO ... 6.5314 eV

(2)
Entry from the Open Molecules 2025 dataset: C28H39N2O2P2RuS4 as an isolated structure (wB97M-V/def2-TZVPD).

Cartesian coordinates (Å):
Ru -0.05 -0.52 0.06
C 2.94 -3.36 1.38
N 3.03 -2.24 0.45
C 4.06 -1.30 0.80
C 3.71 -0.55 2.09
N 2.88 0.63 1.87
C 3.67 1.71 1.31
C 2.13 0.99 3.03
C 2.58 2.02 3.86
C 1.86 2.43 4.98
C 0.69 1.77 5.30
C 0.24 0.74 4.49
C 0.92 0.34 3.34
S 0.21 -0.98 2.40
C 2.89 -2.59 -0.91
C 3.94 -2.50 -1.82
C 3.77 -2.88 -3.14
C 2.55 -3.36 -3.57
C 1.48 -3.42 -2.68
C 1.61 -3.02 -1.35
S 0.19 -2.97 -0.30
H 2.47 -4.21 0.89
H 2.33 -3.11 2.25
H 3.95 -3.66 1.71
H 4.16 -0.57 -0.01
H 5.05 -1.79 0.92
H 4.64 -0.24 2.61
H 3.17 -1.22 2.76
H 3.08 2.63 1.24
H 3.99 1.44 0.30
H 4.58 1.93 1.90
H 3.50 2.53 3.61
H 2.23 3.24 5.59
H 0.12 2.06 6.17
H -0.69 0.24 4.72
H 4.91 -2.15 -1.48
H 4.60 -2.80 -3.83
H 2.41 -3.67 -4.60
H 0.51 -3.74 -3.01
C -3.43 -3.35 -4.64
C -2.07 -2.99 -4.07
O -2.21 -2.71 -2.66
P -2.00 -1.23 -2.12
S -2.33 -1.01 -0.14
S -0.22 -0.40 -2.43
O -3.17 -0.50 -2.97
C -3.45 0.88 -2.73
C -4.86 1.03 -2.20
H -3.33 -3.61 -5.70
H -4.11 -2.50 -4.55
H -3.85 -4.20 -4.11
H -1.64 -2.13 -4.59
H -1.38 -3.82 -4.14
H -3.32 1.40 -3.69
H -2.72 1.28 -2.02
H -5.58 0.60 -2.90
H -5.09 2.09 -2.06
H -4.95 0.53 -1.24
C -0.30 2.73 -1.25
P -0.51 1.73 0.28
C 0.29 2.95 1.40
C -2.23 2.12 0.79
C -3.04 3.05 0.15
C -4.31 3.33 0.65
C -4.77 2.70 1.79
C -3.96 1.77 2.44
C -2.70 1.48 1.94
H -0.93 2.38 -2.07
H 0.74 2.59 -1.57
H -0.48 3.79 -1.06
H -0.20 3.92 1.27
H 1.35 3.05 1.13
H 0.22 2.66 2.44
H -2.70 3.55 -0.74
H -4.94 4.05 0.14
H -5.76 2.92 2.18
H -4.32 1.26 3.32
H -2.08 0.73 2.41

Computed properties:
Lowest unoccupied orbital energy ... 2.68 eV
Total charge ... -1
Gap between HOMO and LUMO ... 6.4486 eV

(3)
Entry from the Open Molecules 2025 dataset: C28H40AsCaClN5O5S2 as an isolated structure (wB97M-V/def2-TZVPD).

Cartesian coordinates (Å):
Ca -0.13 -0.03 0.16
O 1.87 -0.44 3.54
S 0.80 -0.20 2.60
O -0.51 0.13 3.18
O 0.57 -1.42 1.69
O 1.17 0.91 1.63
C -3.04 -5.83 -4.74
C -2.67 -6.58 -3.47
N -2.26 -5.67 -2.39
C -0.84 -5.64 -2.06
C 0.01 -5.07 -3.18
C -3.25 -5.08 -1.68
O -4.43 -5.31 -1.89
C -2.86 -4.12 -0.58
C -3.19 -4.43 0.72
C -2.84 -3.55 1.73
C -2.21 -2.37 1.38
N -1.96 -2.02 0.11
C -2.27 -2.90 -0.85
H -3.27 -6.54 -5.54
H -2.23 -5.19 -5.08
H -3.93 -5.22 -4.57
H -1.84 -7.26 -3.65
H -3.52 -7.15 -3.12
H -0.52 -6.66 -1.82
H -0.70 -5.04 -1.16
H 0.00 -5.73 -4.06
H 1.04 -4.96 -2.86
H -0.35 -4.09 -3.48
H -3.70 -5.36 0.94
H -3.06 -3.77 2.76
H -1.85 -1.69 2.15
H -2.04 -2.58 -1.86
C -0.17 -1.21 -5.08
C -1.17 -0.45 -4.49
C -1.08 -0.11 -3.14
C -0.02 -0.49 -2.29
C 0.96 -1.27 -2.95
C 0.90 -1.62 -4.30
H -0.23 -1.49 -6.13
H -2.03 -0.12 -5.08
H -1.89 0.50 -2.74
H 1.82 -1.62 -2.39
H 1.69 -2.23 -4.74
S 0.07 3.45 -1.66
C 1.45 2.90 -2.51
N 1.40 2.34 -3.72
C 2.55 1.74 -4.39
C 3.61 1.37 -3.37
C 3.91 2.58 -2.52
N 2.66 3.09 -1.96
H 0.48 2.04 -4.00
H 2.96 2.45 -5.12
H 2.20 0.86 -4.92
H 4.52 1.02 -3.88
H 3.23 0.57 -2.74
H 4.39 3.36 -3.12
H 4.57 2.33 -1.69
H 2.62 3.31 -0.98
Cl -1.94 5.27 1.81
C -2.40 3.60 2.01
C -3.06 3.18 3.15
C -3.40 1.85 3.25
C -3.04 0.99 2.23
N -2.41 1.39 1.12
C -2.08 2.68 1.03
H -3.31 3.89 3.93
H -3.90 1.46 4.13
H -3.29 -0.06 2.29
H -1.56 3.00 0.14
C 5.21 -0.64 -1.04
As 3.61 -0.27 0.01
C 4.51 0.76 1.41
C 3.69 -2.04 0.91
H 5.91 -1.24 -0.45
H 5.72 0.29 -1.33
H 4.96 -1.18 -1.95
H 5.43 0.24 1.70
H 3.84 0.84 2.26
H 4.75 1.75 1.04
H 4.62 -2.11 1.47
H 3.67 -2.81 0.13
H 2.84 -2.18 1.58

Computed properties:
Lowest unoccupied orbital energy ... 2.52 eV
Total charge ... -1
Gap between HOMO and LUMO ... 7.6119 eV

(4)
Entry from the Open Molecules 2025 dataset: C28H40BBrF4InN11S as an isolated structure (wB97M-V/def2-TZVPD).

Cartesian coordinates (Å):
In 1.01 0.40 -0.67
C -1.70 -1.59 3.03
N -1.08 -2.47 2.05
C -1.14 -3.88 2.44
C -0.30 -2.04 1.05
N 0.34 -0.89 1.02
C 0.69 -0.24 2.25
C 1.37 -0.98 3.18
C 1.76 -0.44 4.41
C 1.47 0.87 4.68
C 0.82 1.68 3.73
C 0.61 3.05 4.03
C 0.05 3.88 3.11
C -0.34 3.37 1.87
C -0.21 2.04 1.55
N -0.57 1.64 0.22
C -1.68 2.10 -0.33
N -1.68 2.26 -1.71
C -2.90 2.01 -2.47
C -0.89 3.38 -2.22
N -2.81 2.36 0.35
C -3.70 3.46 -0.03
C -3.12 1.77 1.64
C 0.40 1.14 2.48
N -0.20 -2.86 -0.08
C 1.08 -3.56 -0.31
C -1.36 -3.65 -0.49
H -2.71 -1.96 3.22
H -1.75 -0.58 2.65
H -1.14 -1.57 3.97
H -0.85 -3.96 3.48
H -0.44 -4.47 1.85
H -2.14 -4.28 2.32
H 1.61 -2.02 2.95
H 2.29 -1.05 5.13
H 1.77 1.31 5.62
H 0.94 3.42 4.99
H -0.07 4.93 3.32
H -0.74 4.05 1.12
H -3.50 2.91 -2.64
H -3.52 1.28 -1.95
H -2.63 1.62 -3.45
H -1.48 4.31 -2.20
H -0.59 3.19 -3.25
H 0.01 3.52 -1.62
H -3.25 4.07 -0.81
H -3.84 4.10 0.85
H -4.67 3.10 -0.35
H -2.58 0.84 1.75
H -4.19 1.58 1.68
H -2.84 2.44 2.46
H 1.89 -3.00 0.15
H 1.28 -3.66 -1.37
H 1.05 -4.56 0.13
H -1.38 -4.65 -0.05
H -1.33 -3.78 -1.57
H -2.28 -3.13 -0.22
C -2.30 -1.76 -4.48
C -1.20 -0.77 -4.56
N -0.78 -0.17 -5.62
N 0.25 0.63 -5.20
C 0.49 0.55 -3.89
S 1.65 1.36 -2.98
N -0.44 -0.36 -3.47
N -0.57 -0.73 -2.14
H -2.77 -1.83 -5.46
H -3.05 -1.46 -3.75
H -1.92 -2.74 -4.21
H 0.75 1.20 -5.87
H -1.47 -0.40 -1.77
H -0.49 -1.74 -2.00
Br 4.51 -3.22 -3.87
C 4.24 -2.32 -2.24
C 5.17 -2.40 -1.21
C 4.90 -1.72 -0.03
C 3.73 -0.99 0.08
N 2.85 -0.92 -0.93
C 3.10 -1.56 -2.07
H 6.08 -2.97 -1.33
H 5.60 -1.74 0.79
H 3.49 -0.44 0.98
H 2.39 -1.46 -2.87
F 3.06 3.50 1.51
B 3.51 2.29 1.13
F 2.36 1.80 0.05
F 4.63 2.24 0.38
F 3.43 1.32 2.09

Computed properties:
Lowest unoccupied orbital energy ... -4.97 eV
Total charge ... +2
Gap between HOMO and LUMO ... 7.6806 eV

Max |F|? In order: 1.4, 0.9, 2.3, 0.2 eV/A.
DFT total energy? In order: -94976.58829, -101251.07975, -160849.19121, -143668.57894 eV.